Record 1
C7H17N2OP | the ωB97M-V functional and the def2-TZVPD basis

The value obtained for the HOMO-LUMO gap is 9.2 eV. For the energy above the lowest of the compared OMol25 structures with the same formula, charge and spin, the calculation gives 56.3 kcal per mole. Its SMILES is CCCN1CCCO[P@]1(C)=N.

```
! wB97M-V def2-TZVPD RIJCOSX def2/J DEFGRID3
* xyz 0 1
C 1.15 -2.65 2.00
C 1.45 -1.17 1.84
C 1.16 -0.50 0.44
N -0.24 -0.16 0.13
C -0.72 0.98 0.81
C -2.16 1.17 0.27
C -2.13 1.72 -1.18
O -1.88 0.70 -2.15
P -0.47 -0.19 -2.08
C 0.76 0.99 -2.74
N -0.55 -1.58 -2.75
H 1.53 -3.19 1.18
H 1.60 -3.05 2.79
H 0.11 -2.89 1.98
H 2.44 -1.07 2.10
H 0.81 -0.83 2.59
H 1.89 0.24 0.22
H 1.46 -1.12 -0.44
H -0.33 1.94 0.41
H -0.61 0.83 1.94
H -2.69 0.30 0.03
H -2.65 1.90 0.96
H -3.14 2.31 -1.55
H -1.46 2.59 -1.48
H 1.64 0.45 -2.80
H 0.34 1.44 -3.69
H 0.86 1.71 -2.02
H -1.22 -2.15 -2.31
*
```

Atom charges from the Löwdin analysis, given in e for atoms 1 to 5:
1 C -0.100
2 C -0.199
3 C -0.254
4 N -0.157
5 C -0.299



Record 2
C20H52O4 | the ωB97M-V functional and the def2-TZVPD basis

The value obtained for the HOMO-LUMO gap is 10.0 eV. For the energy above the lowest of the compared OMol25 structures with the same formula, charge and spin, the calculation gives 71.4 kcal per mole. Its SMILES is CCCCCC.CCCCCC.CCO.CCO.CCO.CCO.

```
! wB97M-V def2-TZVPD RIJCOSX def2/J DEFGRID3
* xyz 0 1
C 4.16 117.56 48.46
C 3.50 118.83 48.08
C 1.97 119.04 48.20
C 1.51 119.23 49.64
C -0.02 118.70 50.00
C -0.19 118.92 51.61
H 5.15 117.68 48.60
H 3.73 116.93 47.77
H 3.74 117.19 49.44
H 3.87 119.04 47.20
H 4.02 119.60 48.56
H 1.60 117.99 47.63
H 1.67 119.85 47.59
H 1.54 120.20 49.70
H 2.20 118.72 50.18
H 0.08 117.76 49.40
H -0.85 119.27 49.50
H -0.26 119.98 51.70
H 0.43 118.44 52.03
H -1.16 118.52 51.85
C 2.03 114.72 41.56
C 1.67 116.13 41.12
C 2.23 117.24 42.05
C 1.68 117.21 43.52
C 2.06 118.46 44.37
C 1.37 119.79 43.93
H 3.02 114.69 41.65
H 1.56 114.02 40.86
H 1.60 114.72 42.51
H 0.64 116.11 41.14
H 1.97 116.11 40.08
H 1.97 118.07 41.67
H 3.47 117.13 42.06
H 1.92 116.40 44.10
H 0.64 117.16 43.49
H 3.04 118.60 44.44
H 1.98 118.15 45.46
H 1.12 119.63 42.69
H 1.75 120.61 44.36
H 0.18 119.61 44.46
C 3.02 116.33 35.61
C 3.86 116.82 36.82
O 3.66 115.92 37.77
H 1.93 115.95 35.72
H 3.62 115.33 35.18
H 2.86 117.09 34.84
H 3.56 117.87 36.85
H 4.82 116.99 36.44
H 3.88 116.31 38.66
C 3.50 111.06 42.06
C 3.38 109.54 41.56
O 4.64 109.05 42.04
H 3.79 111.50 43.06
H 2.62 111.84 41.87
H 4.24 111.50 41.56
H 3.50 109.55 40.44
H 2.64 108.94 41.85
H 4.61 108.20 41.61
C 5.78 117.62 44.29
C 6.77 116.70 43.74
O 6.35 116.11 42.50
H 5.95 118.10 45.30
H 4.89 117.00 44.35
H 5.75 118.33 43.58
H 6.95 115.92 44.31
H 7.82 117.03 43.76
H 6.83 115.39 42.38
C 5.17 119.42 39.98
C 5.90 118.15 39.54
O 5.19 117.11 40.02
H 5.84 120.20 39.76
H 4.98 119.53 41.07
H 4.19 119.53 39.68
H 6.80 118.30 39.92
H 6.05 118.00 38.46
H 5.65 116.92 40.98
*
```

Atom charges from the Löwdin analysis, given in e for atoms 1 to 5:
1 C -0.085
2 C -0.294
3 C -0.184
4 C -0.183
5 C -0.145



Record 3
C2FI3O | the ωB97M-V functional and the def2-TZVPD basis

The value obtained for the HOMO-LUMO gap is 8.4 eV. For the energy above the lowest of the compared OMol25 structures with the same formula, charge and spin, the calculation gives 22.8 kcal per mole.

```
! wB97M-V def2-TZVPD RIJCOSX def2/J DEFGRID3
* xyz 0 1
C -1.07 0.43 -0.23
C 0.79 -0.03 0.37
O -1.14 1.56 -0.46
F 1.32 0.99 1.15
I -2.31 -1.15 -0.64
I 0.56 -1.87 1.33
I 1.83 0.06 -1.52
*
```

Atom charges from the Löwdin analysis, given in e for atoms 1 to 5:
1 C -0.969
2 C -1.326
3 O -0.001
4 F -0.167
5 I 0.869



Record 4
C17H30CaCl2N3O3 | the ωB97M-V functional and the def2-TZVPD basis

The value obtained for the HOMO-LUMO gap is 6.2 eV. For the energy above the lowest of the compared OMol25 structures with the same formula, charge and spin, the calculation gives 10.9 kcal per mole.

```
! wB97M-V def2-TZVPD RIJCOSX def2/J DEFGRID3
* xyz -1 1
O 2.03 1.13 -0.33
C 1.48 1.57 -1.45
C 1.37 3.12 -1.38
C 0.91 3.78 -0.24
H 0.56 3.19 0.63
C 0.88 5.19 -0.19
H 0.56 5.67 0.73
C 1.26 5.93 -1.31
H 1.23 7.01 -1.28
C 1.69 5.28 -2.48
H 1.98 5.83 -3.38
C 1.76 3.87 -2.50
H 2.09 3.32 -3.39
H 2.20 1.34 -2.25
C 0.24 -0.45 -2.65
C 0.07 0.90 -2.00
H -0.21 -0.49 -3.66
H -0.21 -1.26 -2.07
H 1.31 -0.65 -2.78
C -1.01 1.67 -2.27
C -2.21 1.31 -3.09
H -1.00 2.72 -1.98
H -2.38 2.01 -3.94
H -3.11 1.37 -2.45
H -2.18 0.30 -3.50
Ca -0.55 -0.04 0.71
Cl -1.12 2.06 2.25
Cl -2.80 -0.64 -0.31
C -2.47 -1.20 2.78
O -1.26 -1.49 2.69
N -3.44 -1.99 3.23
C -3.16 -3.32 3.75
C -4.84 -1.60 3.19
H -2.82 -0.21 2.42
H -2.10 -3.55 3.57
H -3.80 -4.05 3.26
H -3.36 -3.36 4.83
H -4.90 -0.62 2.68
H -5.25 -1.51 4.20
H -5.43 -2.34 2.64
H 1.90 -5.15 0.00
H 4.40 -4.13 0.30
C 1.84 -4.37 -0.76
C 4.06 -3.32 -0.38
N 2.61 -3.20 -0.36
H 0.80 -4.08 -0.91
C 2.00 -2.11 0.12
O 0.75 -2.01 0.20
H 4.50 -2.37 -0.05
H 2.67 -1.29 0.42
H 2.27 -4.77 -1.69
H 4.42 -3.55 -1.39
N 1.31 0.09 2.72
H 2.16 -0.47 2.74
H 0.74 -0.15 3.53
H 1.58 1.08 2.81
*
```

Atom charges from the Löwdin analysis, given in e for atoms 1 to 5:
1 O -0.264
2 C -0.511
3 C -0.189
4 C -0.049
5 H 0.035



Record 5
CH3N4P | the ωB97M-V functional and the def2-TZVPD basis

The value obtained for the HOMO-LUMO gap is 8.7 eV. For the energy above the lowest of the compared OMol25 structures with the same formula, charge and spin, the calculation gives 37.3 kcal per mole.

```
! wB97M-V def2-TZVPD RIJCOSX def2/J DEFGRID3
* xyz 0 1
C -1.26 -0.04 -0.64
N -1.19 -1.16 -1.21
N -0.11 -1.88 -0.85
N 0.55 -1.38 0.10
N 0.98 1.23 0.62
P -0.10 -0.04 0.76
H -2.18 0.65 -0.65
H 1.59 1.56 1.92
H 1.73 1.06 -0.04
*
```

Atom charges from the Löwdin analysis, given in e for atoms 1 to 5:
1 C -0.331
2 N -0.075
3 N -0.109
4 N -0.256
5 N -0.286



Record 6
C15H15CsN3OS | the ωB97M-V functional and the def2-TZVPD basis

The value obtained for the HOMO-LUMO gap is 5.4 eV. For the energy above the lowest of the compared OMol25 structures with the same formula, charge and spin, the calculation gives 0.0 kcal per mole.

```
! wB97M-V def2-TZVPD RIJCOSX def2/J DEFGRID3
* xyz -1 1
Cs 0.09 0.18 -0.17
N -2.31 -4.49 0.92
C -1.52 -3.38 0.61
S -2.38 -1.88 0.42
N -0.25 -3.66 0.55
N 0.67 -2.63 0.28
C 1.85 -3.09 0.44
C 3.18 -2.48 0.24
C 4.23 -3.41 0.17
C 5.55 -3.07 -0.03
C 5.85 -1.70 -0.14
C 4.86 -0.76 -0.05
C 3.48 -1.09 0.15
O 2.61 -0.16 0.25
H -3.25 -4.41 0.59
H -1.85 -5.36 0.70
H 1.92 -4.13 0.76
H 3.97 -4.46 0.27
H 6.32 -3.82 -0.08
H 6.88 -1.39 -0.30
H 5.10 0.30 -0.13
C 0.71 4.56 0.11
C -0.10 3.62 0.96
C 0.48 2.94 2.02
C -0.25 2.02 2.77
C -1.58 1.76 2.46
C -2.17 2.44 1.41
C -1.44 3.37 0.67
H 0.08 5.34 -0.33
H 1.19 4.02 -0.71
H 1.50 5.03 0.69
H 1.53 3.10 2.25
H 0.24 1.49 3.58
H -2.13 1.02 3.01
H -3.20 2.24 1.15
H -1.91 3.89 -0.16
*
```

Atom charges from the Löwdin analysis, given in e for atoms 1 to 5:
1 Cs 1.089
2 N -0.004
3 C -0.984
4 S 0.246
5 N -0.077



Record 7
C15H19NO2S2 | the ωB97M-V functional and the def2-TZVPD basis

The value obtained for the HOMO-LUMO gap is 8.6 eV. Its SMILES is C[C@@H]1CN(C(=S)SCC(=O)c2ccccc2)C[C@H](C)O1.

```
! wB97M-V def2-TZVPD RIJCOSX def2/J DEFGRID3
* xyz 0 1
C 1.95 -2.34 -3.48
C 1.83 -0.94 -2.90
C 0.49 -0.75 -2.17
N 0.40 0.62 -1.70
C 0.57 1.01 -0.43
S 0.68 2.58 0.03
S 0.67 -0.33 0.75
C 0.54 0.55 2.33
C -0.88 0.56 2.87
O -1.37 1.59 3.26
C -1.61 -0.72 2.88
C -3.01 -0.66 2.94
C -3.76 -1.82 2.96
C -3.12 -3.06 2.93
C -1.74 -3.12 2.89
C -0.98 -1.97 2.86
C 0.51 1.56 -2.80
C 1.85 1.33 -3.52
C 1.98 2.23 -4.74
O 1.94 -0.02 -3.96
H 1.14 -2.52 -4.18
H 2.90 -2.44 -4.00
H 1.91 -3.08 -2.68
H 2.64 -0.76 -2.17
H 0.40 -1.44 -1.34
H -0.33 -0.92 -2.87
H 1.21 0.04 3.03
H 0.88 1.58 2.17
H -3.48 0.31 2.97
H -4.83 -1.77 2.99
H -3.71 -3.96 2.94
H -1.25 -4.08 2.87
H 0.09 -2.04 2.84
H 0.45 2.58 -2.42
H -0.32 1.38 -3.49
H 2.66 1.53 -2.81
H 1.95 3.27 -4.44
H 2.93 2.02 -5.24
H 1.17 2.03 -5.44
*
```

Atom charges from the Löwdin analysis, given in e for atoms 1 to 5:
1 C -0.024
2 C -0.372
3 C -0.133
4 N -0.191
5 C -1.024



Record 8
C3H5NOS2 | the ωB97M-V functional and the def2-TZVPD basis

The value obtained for the HOMO-LUMO gap (alpha / beta) is 7.7 / 7.7 eV. For the energy above the lowest of the compared OMol25 structures with the same formula, charge and spin, the calculation gives 104.2 kcal per mole.

```
! wB97M-V def2-TZVPD RIJCOSX def2/J DEFGRID3
* xyz 0 1
C 0.73 0.13 -2.71
C 0.56 -0.45 -0.31
C -0.67 0.06 0.48
N 0.92 0.37 -1.50
O 1.33 1.59 -1.42
S 0.93 0.00 -4.29
S -0.07 1.37 1.59
H 1.36 -0.31 0.42
H 0.53 -1.50 -0.54
H -1.43 0.51 -0.21
H -1.09 -0.74 1.05
H 0.48 1.98 0.39
*
```

Atom charges from the Löwdin analysis, given in e for atoms 1 to 5:
1 C -0.571
2 C -0.190
3 C -0.540
4 N -0.319
5 O -0.128